Entry a
C9H17N2O | wB97M-V/def2-TZVPD

Calculated values
Charge ... +1
Gap between HOMO and LUMO ... 9.833 eV
LUMO energy ... -4.75 eV

The geometry in XYZ format:
```
29
Properties=species:S:1:pos:R:3:mulliken_charge:R:1
C -0.1130 -0.5188 -0.3178 0.504
C -0.2201 1.4118 0.7477 0.900
C -0.8518 2.4281 1.4969 -1.362
C -1.5473 -1.1245 -2.3407 -1.425
C 0.0570 -2.9058 -1.3499 -1.460
C 1.1495 0.3544 2.9101 -0.795
C 1.0454 0.3377 -1.0866 -0.874
C 0.9818 1.6744 -0.2390 -0.591
C -0.9163 -1.6775 -1.0890 0.544
N 0.6389 -0.8260 0.9145 -0.642
N 0.5455 0.1876 1.6458 0.531
O -0.9798 0.5002 -0.0162 -0.460
H -1.8757 2.3115 1.5776 0.386
H -0.7243 3.4486 0.9556 0.331
H -0.4060 2.4957 2.5139 0.271
H -2.1197 -0.2952 -2.0296 0.472
H -2.0160 -1.9430 -2.9285 0.381
H -0.8105 -0.5392 -3.0069 0.268
H 0.3879 -2.8995 -2.3506 0.369
H 0.8100 -2.9447 -0.4990 0.372
H -0.5412 -3.7588 -1.3331 0.453
H 0.5289 1.0659 3.5324 0.275
H 2.0982 0.7778 2.7312 0.378
H 1.1474 -0.5159 3.5339 0.333
H 0.7106 0.3552 -2.0327 0.376
H 2.0342 -0.0967 -1.1048 0.343
H 1.8596 1.9994 0.4021 0.307
H 0.7909 2.4981 -0.9288 0.422
H -1.6640 -1.8007 -0.3084 0.393
```

Entry b
C9H17N2O | wB97M-V/def2-TZVPD

Calculated values
Charge ... +1
Gap between HOMO and LUMO (spin up / spin down) ... 8.266 / 8.266 eV
LUMO energy (spin up / spin down) ... -3.76 / -3.76 eV

The geometry in XYZ format:
```
29
Properties=species:S:1:pos:R:3:mulliken_charge:R:1
C -2.7672 0.4307 0.7442 -0.963
C 0.5354 0.0678 0.8789 -0.651
C 1.8128 0.0423 0.7332 0.146
C -1.4357 -1.5029 -0.0484 -0.797
C -2.8694 -1.0693 0.5734 0.063
C -0.8273 -0.1624 -0.3489 0.219
C -1.5664 2.3001 -0.5352 -0.926
C 3.7440 0.9484 -0.3728 -0.899
C 3.5281 -1.4478 -0.1934 -0.819
N -1.6766 0.8749 -0.1464 0.188
N 2.8901 -0.1041 0.0710 -0.057
O -3.9583 -1.4558 -0.2451 -0.538
H -3.7227 0.8503 0.5958 0.467
H 0.1289 0.0193 1.7985 0.484
H -2.5126 0.6721 1.7842 0.324
H -0.8679 -2.2233 0.5227 0.333
H -1.5432 -1.9817 -1.0806 0.288
H -3.1233 -1.5450 1.5587 0.378
H -0.1156 -0.2047 -1.2603 0.399
H -1.0294 2.3122 -1.3864 0.365
H -1.0104 2.7023 0.3272 0.357
H -2.5565 2.8407 -0.6033 0.247
H 3.7564 1.9173 0.1972 0.329
H 4.7327 0.5947 -0.4732 0.369
H 3.3962 1.1163 -1.4427 0.344
H 3.9753 -1.4052 -1.2193 0.325
H 4.2843 -1.3983 0.6137 0.379
H 2.7220 -2.1821 0.0242 0.299
H -3.9238 -1.0067 -1.0668 0.346
```

Entry c
C9H17N2O | wB97M-V/def2-TZVPD

Calculated values
Charge ... +1
Gap between HOMO and LUMO ... 8.778 eV
LUMO energy ... -4.91 eV

The geometry in XYZ format:
```
29
Properties=species:S:1:pos:R:3:mulliken_charge:R:1
C 2.4784 0.8899 -1.5771 0.160
C 1.4106 0.4147 -1.2897 -1.321
C 1.3418 -1.1713 1.6024 0.880
C 1.7368 -2.3621 2.4955 -1.494
C -0.3851 1.7882 0.2363 -1.613
C -2.1365 0.1163 0.0663 -1.762
C -2.4442 0.9765 -2.5946 -0.864
C 0.1443 -0.1790 -1.1443 -0.053
C -0.9807 0.7486 -0.7195 1.719
N 2.1752 -0.1531 1.6353 -0.329
N 0.4704 -1.4387 0.7009 -0.410
O -1.1683 1.2961 -2.0716 -0.337
H 3.4401 1.3078 -1.5927 0.458
H 2.5234 -2.8444 2.0165 0.383
H 0.9262 -2.9791 2.6085 0.385
H 2.2820 -2.1514 3.4430 0.435
H 0.5592 2.3643 -0.1137 0.307
H -1.2120 2.4358 0.5265 0.447
H -0.0316 1.3550 1.0990 0.417
H -2.6638 -0.5318 -0.5265 0.537
H -1.7543 -0.5680 0.7426 0.487
H -2.8469 0.7880 0.5478 0.386
H -3.3493 1.6097 -2.2599 0.256
H -2.7234 0.0155 -2.5599 0.439
H -2.1866 1.2576 -3.6109 0.336
H -0.2482 -0.9700 -1.7127 0.664
H 2.6613 -0.1858 2.4918 0.212
H 2.0065 0.4972 0.8958 0.067
H -0.0252 -2.3264 0.6649 0.207
```

Top of the stability list: entry a, leading by 1.281 eV.